The following is a quantum chemistry calculation of C26H58NdOP4 as an isolated structure at a distorted geometry, from the OMol25 dataset.

HOMO-LUMO gap (alpha / beta), eV: 3.356 / 3.517
E_LUMO (alpha / beta), eV: -10.6720 / -10.5104
Net charge: +3
2S+1: 4
<S²>: 3.7566
Total energy, a.u.: -3026.5676

CARTESIAN COORDINATES (ANGSTROEM)
1 Nd 0.44 0.08 0.15
2 P 0.84 -2.32 -1.38
3 P 3.31 -0.14 0.84
4 P -2.05 0.44 -1.13
5 H 2.23 2.19 -0.96
6 C 1.16 2.35 -0.73
7 C 0.71 2.69 0.52
8 H 1.40 2.81 1.38
9 C 1.48 -1.89 -3.04
10 C 2.03 -3.57 -0.76
11 C -0.67 -3.29 -1.72
12 C 4.02 1.36 1.63
13 C 4.10 -1.44 1.86
14 C 4.37 -0.22 -0.67
15 C -2.78 2.10 -0.85
16 C -3.41 -0.70 -0.73
17 C -1.93 0.36 -2.95
18 H 0.49 2.36 -1.60
19 H -0.31 3.06 0.71
20 H 1.62 -2.84 -3.57
21 H 2.43 -1.35 -2.94
22 H 0.76 -1.25 -3.57
23 H 2.00 -4.39 -1.49
24 H 1.71 -3.91 0.23
25 H 3.04 -3.13 -0.68
26 H -0.33 -4.19 -2.27
27 H -1.38 -2.70 -2.32
28 H -1.15 -3.58 -0.77
29 H 5.11 1.28 1.70
30 H 3.60 1.46 2.64
31 H 3.75 2.25 1.05
32 H 5.20 -1.41 1.75
33 H 3.75 -2.43 1.56
34 H 3.85 -1.29 2.91
35 H 5.43 -0.07 -0.40
36 H 4.06 0.56 -1.38
37 H 4.25 -1.20 -1.16
38 H -3.70 2.16 -1.46
39 H -2.07 2.88 -1.14
40 H -3.02 2.22 0.22
41 H -4.29 -0.42 -1.33
42 H -3.64 -0.64 0.34
43 H -3.11 -1.73 -0.96
44 H -2.89 0.70 -3.38
45 H -1.69 -0.66 -3.28
46 H -1.12 1.03 -3.30
47 C -0.45 0.03 -7.04
48 C 0.17 0.27 -8.29
49 C 0.33 1.60 -8.69
50 C -0.15 2.65 -7.90
51 C -0.87 2.38 -6.73
52 C -1.09 1.06 -6.35
53 O -0.32 -1.12 -6.27
54 H 0.06 -1.87 -6.77
55 H 0.53 -0.56 -8.90
56 H 0.85 1.83 -9.63
57 H 0.02 3.69 -8.20
58 H -1.26 3.18 -6.10
59 H -1.66 0.80 -5.46
60 C -1.18 3.03 3.74
61 C -0.67 1.72 4.38
62 C -1.41 1.49 5.71
63 P -0.61 0.36 3.11
64 C 0.68 -0.83 3.74
65 C 0.82 -0.93 5.27
66 C 0.56 -2.22 3.10
67 C -2.26 -0.51 3.29
68 C -2.50 -1.36 4.55
69 C -3.43 0.45 3.04
70 H -2.23 2.93 3.41
71 H -0.57 3.31 2.88
72 H -1.14 3.86 4.47
73 H 0.39 1.89 4.65
74 H -2.50 1.41 5.60
75 H -1.05 0.61 6.26
76 H -1.22 2.35 6.38
77 H 1.63 -0.37 3.39
78 H -0.06 -1.39 5.75
79 H 1.68 -1.58 5.49
80 H 1.02 0.04 5.74
81 H 0.54 -2.22 2.00
82 H 1.44 -2.81 3.40
83 H -0.33 -2.76 3.46
84 H -2.24 -1.23 2.45
85 H -2.54 -0.77 5.49
86 H -3.48 -1.85 4.44
87 H -1.76 -2.16 4.67
88 H -3.31 1.03 2.13
89 H -4.36 -0.14 2.91
90 H -3.62 1.14 3.88

Atom charges from the Mulliken analysis, given in e for atoms 1 to 2: 0.7923, 0.5415

---

The following is a quantum chemistry calculation of a 5-piece molecular cluster, C26H60N4O9 overall at a distorted geometry, from the OMol25 dataset.

HOMO-LUMO gap, eV: 6.641
SMILES string: C=CC(C=C)(COCOCCO)OC=O.COC[C@@H](C)N.COC[C@@H](C)N.COC[C@@H](C)N.COC[C@@H](C)N
E_LUMO, eV: -0.9161
Net charge: 0
Total energy, a.u.: -1922.2464

CARTESIAN COORDINATES (ANGSTROEM)
1 C -0.33 0.96 0.46
2 C -1.45 1.98 0.51
3 C -1.96 2.77 -0.87
4 C -3.50 3.27 -0.67
5 C -4.74 2.49 -0.93
6 C -1.71 1.78 -2.15
7 O -2.37 2.19 -3.40
8 C -2.50 0.92 -4.18
9 O -3.80 0.33 -3.80
10 C -3.69 -1.16 -3.67
11 C -3.66 -1.54 -2.07
12 O -2.36 -2.17 -1.68
13 O -1.14 4.00 -1.12
14 C -0.68 4.49 0.19
15 O -1.41 5.32 0.97
16 H -0.55 -0.19 0.64
17 H 0.78 1.29 0.28
18 H -1.99 2.27 1.51
19 H -3.65 4.37 -0.23
20 H -5.22 2.26 -1.98
21 H -5.36 2.09 0.01
22 H -1.96 0.67 -1.87
23 H -0.53 1.81 -2.37
24 H -1.58 0.20 -4.00
25 H -2.48 1.18 -5.33
26 H -2.78 -1.60 -4.28
27 H -4.66 -1.67 -4.14
28 H -4.53 -2.25 -1.73
29 H -3.76 -0.52 -1.45
30 H -2.49 -2.43 -0.70
31 H 0.37 4.10 0.57
32 C 5.23 3.27 -3.35
33 O 5.49 3.74 -2.03
34 C 4.64 4.81 -1.61
35 C 3.25 4.37 -1.11
36 C 2.29 3.98 -2.24
37 N 3.35 3.24 -0.17
38 H 4.92 4.08 -4.02
39 H 4.47 2.48 -3.32
40 H 6.15 2.83 -3.74
41 H 5.16 5.28 -0.77
42 H 4.56 5.58 -2.39
43 H 2.80 5.22 -0.58
44 H 2.50 3.00 -2.65
45 H 1.26 3.95 -1.86
46 H 2.33 4.71 -3.05
47 H 3.91 3.54 0.63
48 H 3.92 2.52 -0.61
49 C 8.59 1.64 2.54
50 O 8.50 1.11 1.22
51 C 7.53 0.06 1.08
52 C 6.07 0.56 0.91
53 C 5.44 1.04 2.21
54 N 5.99 1.64 -0.09
55 H 8.42 0.88 3.30
56 H 7.88 2.46 2.65
57 H 9.59 2.05 2.67
58 H 7.81 -0.47 0.16
59 H 7.61 -0.66 1.89
60 H 5.48 -0.29 0.55
61 H 5.79 2.03 2.51
62 H 4.35 1.11 2.09
63 H 5.64 0.35 3.03
64 H 6.32 1.28 -0.99
65 H 6.69 2.34 0.16
66 C 2.24 -3.18 2.76
67 O 2.15 -3.72 1.44
68 C 1.18 -4.76 1.29
69 C -0.27 -4.26 1.12
70 C -0.91 -3.78 2.43
71 N -0.36 -3.18 0.13
72 H 2.07 -3.94 3.52
73 H 1.53 -2.36 2.87
74 H 3.24 -2.77 2.89
75 H 1.46 -5.29 0.38
76 H 1.26 -5.49 2.11
77 H -0.87 -5.11 0.77
78 H -0.56 -2.79 2.73
79 H -2.00 -3.71 2.31
80 H -0.71 -4.48 3.24
81 H -0.03 -3.54 -0.77
82 H 0.34 -2.48 0.38
83 C -5.64 -1.72 1.39
84 O -5.46 -3.04 0.89
85 C -6.04 -4.06 1.71
86 C -7.56 -4.26 1.52
87 C -8.40 -3.17 2.18
88 N -7.91 -4.33 0.09
89 H -5.61 -1.68 2.49
90 H -6.58 -1.31 1.02
91 H -4.83 -1.10 1.00
92 H -5.54 -4.99 1.42
93 H -5.78 -3.90 2.77
94 H -7.83 -5.21 1.99
95 H -8.41 -2.24 1.62
96 H -9.45 -3.50 2.26
97 H -8.04 -2.96 3.20
98 H -7.42 -5.12 -0.32
99 H -7.49 -3.52 -0.37

Atom charges from the Mulliken analysis, given in e for atoms 1 to 2: -0.3800, -0.5383

---

The following is a quantum chemistry calculation of a 3-piece molecular cluster, C26H61FN3O14P3S overall at a distorted geometry, from the OMol25 dataset.

HOMO-LUMO gap, eV: 7.641
SMILES string: CCOCCOCCOC[C@H](NC[C@H](C)F)[C@H](CON=O)O[C@@H](N)[PH2]=S.CCOP(=O)(OCC)OCC.CCOP(=O)(OCC)OCC
E_LUMO, eV: -0.2243
Net charge: 0
Energy above the lowest of the compared OMol25 structures with the same formula, charge and spin, kcal per mole: 76.8
Total energy, a.u.: -3766.8581

CARTESIAN COORDINATES (ANGSTROEM)
1 C -4.78 -0.93 -1.24
2 C -3.49 -1.73 -1.10
3 O -2.64 -1.40 -2.19
4 C -1.37 -0.86 -1.85
5 C -1.08 0.24 -2.88
6 O -0.80 1.53 -2.35
7 C -1.71 2.50 -2.85
8 C -1.19 3.90 -2.70
9 O -0.77 4.34 -1.42
10 C -0.85 5.74 -1.41
11 C -0.77 6.43 -0.05
12 N 0.20 5.84 0.86
13 C 1.53 5.63 0.26
14 C 1.90 4.15 0.22
15 C 2.82 3.81 1.37
16 F 2.61 3.88 -0.94
17 C -2.19 6.58 0.55
18 C -2.26 7.15 1.96
19 O -1.56 6.47 2.99
20 N -2.41 6.29 4.15
21 O -2.17 5.30 4.69
22 O -3.01 5.44 0.25
23 C -3.24 4.47 1.25
24 N -4.20 3.53 0.65
25 P -1.81 3.34 1.75
26 S -2.58 1.97 2.95
27 H -5.32 -1.29 -2.11
28 H -5.36 -1.09 -0.34
29 H -4.56 0.12 -1.36
30 H -3.76 -2.78 -1.21
31 H -3.03 -1.58 -0.13
32 H -0.63 -1.64 -2.00
33 H -1.32 -0.40 -0.86
34 H -1.94 0.25 -3.55
35 H -0.23 -0.07 -3.49
36 H -2.68 2.31 -2.38
37 H -1.77 2.35 -3.92
38 H -0.30 3.99 -3.33
39 H -1.94 4.56 -3.13
40 H 0.00 6.12 -1.99
41 H -1.73 6.11 -1.92
42 H -0.46 7.46 -0.27
43 H 0.35 6.52 1.59
44 H 2.26 6.09 0.92
45 H 1.68 6.10 -0.71
46 H 1.02 3.53 0.32
47 H 3.33 2.87 1.22
48 H 2.30 3.77 2.32
49 H 3.61 4.56 1.44
50 H -2.61 7.38 -0.05
51 H -3.30 7.25 2.25
52 H -1.87 8.16 1.91
53 H -3.72 4.85 2.15
54 H -4.68 4.09 -0.05
55 H -4.92 3.34 1.33
56 H -1.26 2.70 0.64
57 H -0.84 4.01 2.48
58 C -0.83 -9.73 -4.89
59 C -1.98 -8.74 -4.84
60 O -1.56 -7.45 -4.40
61 P -0.58 -6.56 -5.37
62 O -1.42 -6.19 -6.54
63 O -0.53 -5.13 -4.57
64 C -1.00 -3.91 -5.13
65 C -2.43 -3.64 -4.70
66 O 0.83 -7.06 -4.72
67 C 1.58 -6.38 -3.71
68 C 0.95 -6.49 -2.34
69 H -0.10 -9.45 -5.65
70 H -1.20 -10.73 -5.13
71 H -0.31 -9.77 -3.93
72 H -2.45 -8.66 -5.83
73 H -2.73 -9.09 -4.14
74 H -0.90 -3.90 -6.22
75 H -0.35 -3.12 -4.75
76 H -3.09 -4.47 -4.95
77 H -2.81 -2.73 -5.17
78 H -2.48 -3.51 -3.62
79 H 1.76 -5.34 -3.99
80 H 2.56 -6.86 -3.69
81 H -0.04 -6.05 -2.31
82 H 1.58 -5.99 -1.60
83 H 0.85 -7.54 -2.06
84 C 1.73 -2.19 2.54
85 C 1.39 -1.23 3.66
86 O 2.48 -1.05 4.58
87 P 3.84 -0.26 4.05
88 O 3.27 1.13 3.99
89 O 4.65 -0.14 5.47
90 C 4.98 1.11 6.07
91 C 3.94 1.52 7.08
92 O 4.57 -1.67 3.65
93 C 5.47 -2.41 4.48
94 C 4.76 -3.15 5.59
95 H 2.50 -1.78 1.89
96 H 0.84 -2.39 1.93
97 H 2.10 -3.13 2.94
98 H 1.09 -0.26 3.26
99 H 0.56 -1.62 4.25
100 H 5.13 1.88 5.31
101 H 5.94 0.98 6.57
102 H 2.94 1.54 6.64
103 H 4.16 2.50 7.50
104 H 3.91 0.80 7.90
105 H 6.28 -1.79 4.85
106 H 5.94 -3.15 3.82
107 H 4.24 -2.47 6.26
108 H 5.48 -3.73 6.17
109 H 4.01 -3.82 5.18

Atom charges from the Mulliken analysis, given in e for atoms 1 to 2: -1.0545, -0.2964

---

The following is a quantum chemistry calculation of a 8-piece molecular cluster, C26H62Cl10N6O4P2 overall at a distorted geometry, from the OMol25 dataset.

HOMO-LUMO gap (alpha / beta), eV: 7.293 / 2.538
E_LUMO (alpha / beta), eV: -2.4519 / -7.2068
Net charge: +1
2S+1: 2
<S²>: 0.7610
Total energy, a.u.: -6941.7174

CARTESIAN COORDINATES (ANGSTROEM)
1 Cl -4.63 -1.81 3.61
2 C -4.09 -0.17 3.78
3 C -4.84 0.57 4.92
4 Cl -6.72 0.44 4.80
5 H -4.12 0.24 2.77
6 H -3.02 -0.30 3.85
7 H -4.55 1.62 5.04
8 H -4.65 0.11 5.89
9 Cl 2.59 1.93 -2.15
10 C 1.64 1.59 -3.59
11 C 0.62 0.46 -3.20
12 Cl -0.29 -0.08 -4.66
13 H 2.28 1.24 -4.40
14 H 1.23 2.55 -3.90
15 H 0.00 0.86 -2.39
16 H 1.00 -0.46 -2.76
17 Cl -1.24 0.78 0.94
18 C -2.11 -0.74 0.59
19 C -1.16 -2.01 0.72
20 Cl -0.06 -2.05 -0.64
21 H -2.45 -0.70 -0.44
22 H -2.99 -0.78 1.23
23 H -1.73 -2.92 0.58
24 H -0.56 -2.08 1.63
25 Cl 0.51 5.99 0.90
26 C 1.80 4.80 0.72
27 C 1.41 3.31 1.12
28 Cl 1.00 3.09 2.87
29 H 2.57 5.22 1.36
30 H 2.13 4.70 -0.32
31 H 2.09 2.54 0.78
32 H 0.48 3.19 0.56
33 Cl -0.24 -1.59 4.38
34 C 0.30 0.08 4.76
35 C -0.79 0.88 5.44
36 Cl -1.53 -0.13 6.73
37 H 0.61 0.61 3.86
38 H 1.17 0.00 5.41
39 H -1.51 1.18 4.67
40 H -0.55 1.86 5.85
41 O 6.79 -1.54 0.47
42 P 5.31 -1.81 0.31
43 N 4.73 -2.11 -1.33
44 C 5.30 -3.27 -2.00
45 C 4.79 -0.94 -2.18
46 N 4.33 -0.63 0.97
47 C 2.84 -0.78 0.94
48 C 4.80 -0.10 2.29
49 N 4.86 -3.29 1.16
50 C 5.45 -3.61 2.45
51 C 3.55 -3.91 1.07
52 H 4.87 -3.49 -2.98
53 H 5.06 -4.17 -1.45
54 H 6.39 -3.28 -2.00
55 H 4.27 -1.14 -3.12
56 H 5.83 -0.67 -2.37
57 H 4.19 -0.11 -1.81
58 H 2.51 -1.34 1.82
59 H 2.33 0.15 1.17
60 H 2.53 -1.31 0.04
61 H 4.14 0.75 2.48
62 H 4.77 -0.75 3.16
63 H 5.77 0.38 2.19
64 H 6.53 -3.62 2.37
65 H 5.20 -2.81 3.15
66 H 5.21 -4.60 2.84
67 H 3.47 -5.00 1.12
68 H 3.18 -3.53 0.12
69 H 2.85 -3.54 1.81
70 O -1.27 3.04 -2.57
71 P -2.50 3.37 -3.36
72 N -2.22 3.75 -5.02
73 C -1.78 2.65 -5.83
74 C -1.45 4.98 -5.34
75 N -3.43 4.63 -2.69
76 C -4.64 5.09 -3.36
77 C -3.19 5.18 -1.27
78 N -3.67 2.06 -3.34
79 C -3.45 0.93 -2.42
80 C -4.87 1.95 -4.20
81 H -1.86 2.92 -6.88
82 H -2.39 1.77 -5.62
83 H -0.76 2.30 -5.65
84 H -0.64 5.17 -4.64
85 H -2.12 5.84 -5.36
86 H -1.19 4.98 -6.40
87 H -4.61 4.89 -4.43
88 H -5.50 4.61 -2.89
89 H -4.76 6.17 -3.28
90 H -3.98 5.86 -0.98
91 H -3.16 4.33 -0.59
92 H -2.24 5.73 -1.22
93 H -4.16 0.83 -1.59
94 H -3.54 0.03 -3.04
95 H -2.46 0.98 -1.98
96 H -5.00 2.77 -4.90
97 H -5.81 1.72 -3.69
98 H -4.65 1.13 -4.89
99 O -2.19 -6.87 0.62
100 C -1.57 -6.40 1.62
101 O -1.29 -5.15 1.75
102 C -0.35 -5.01 2.79
103 C -0.61 -6.07 3.77
104 C -1.03 -7.19 2.84
105 H -0.51 -4.13 3.41
106 H 0.68 -4.97 2.43
107 H -1.46 -5.75 4.38
108 H 0.24 -6.48 4.31
109 H -1.86 -7.84 3.12
110 H -0.22 -7.77 2.38

Atom charges from the Mulliken analysis, given in e for atoms 1 to 2: -0.1771, 0.4974